99
Properties=species:S:1:pos:R:3:lowdin_charge:R:1 method="wB97M-V/def2-TZVPD" multiplicity=1 homo_lumo_gap_ev=5.76 total_charge=+1
C -2.316 -3.587 1.418 0.007
C -3.738 -3.419 0.902 -0.480
O -4.653 -3.387 1.695 0.118
N -4.039 -3.250 -0.510 -0.118
C -3.944 -4.613 -1.093 -0.053
C -3.035 -2.419 -1.177 -0.213
C -2.793 -1.072 -0.456 -0.172
C -2.803 0.162 -1.370 -0.141
C -1.512 0.394 -2.228 -0.092
C -0.441 -0.641 -2.039 -0.170
C -0.355 -1.698 -2.953 0.123
C 0.654 -2.589 -2.699 -0.181
F 0.864 -3.625 -3.470 0.166
C 1.486 -2.372 -1.580 -0.125
C 2.635 -3.349 -1.323 -0.114
O 2.232 -4.389 -0.458 -0.105
O 1.354 -5.198 -1.214 -0.010
N 1.376 -1.402 -0.715 0.240
N 0.383 -0.563 -1.004 -0.057
C 0.247 0.563 -0.057 0.054
H -1.590 -3.907 0.666 0.063
H -2.354 -4.252 2.277 0.097
H -1.970 -2.629 1.819 0.081
H -3.071 -5.140 -0.671 0.085
H -3.791 -4.529 -2.168 0.088
H -4.813 -5.215 -0.837 0.097
H -2.074 -2.969 -1.196 0.096
H -3.358 -2.249 -2.209 0.127
H -3.598 -0.929 0.272 0.131
H -1.884 -1.173 0.140 0.083
H -3.669 0.083 -2.028 0.120
H -2.976 1.043 -0.749 0.115
H -1.821 0.313 -3.272 0.124
H -1.116 1.406 -2.144 0.112
H -1.028 -1.800 -3.791 0.155
H 2.909 -3.830 -2.268 0.133
H 3.522 -2.850 -0.944 0.144
H 0.662 -5.502 -0.611 0.113
H -0.759 0.634 0.345 0.097
H 0.520 1.489 -0.565 0.111
H 0.932 0.429 0.775 0.101
O -0.660 -1.605 4.452 -0.323
P -0.224 -1.502 5.904 0.738
N -1.596 -0.666 6.542 -0.345
C -1.986 0.627 6.005 -0.122
C -2.764 -1.540 6.603 -0.139
N 1.166 -0.520 5.661 -0.322
C 1.307 0.842 6.122 -0.136
C 1.863 -0.696 4.395 -0.153
N 0.374 -1.871 7.549 -0.295
C 0.679 -3.302 7.722 -0.140
C -0.213 -1.351 8.775 -0.133
H -2.858 1.003 6.545 0.085
H -2.238 0.590 4.937 0.082
H -1.207 1.372 6.150 0.054
H -2.509 -2.484 7.099 0.074
H -3.151 -1.778 5.605 0.080
H -3.560 -1.077 7.190 0.086
H 0.820 1.554 5.443 0.078
H 2.365 1.111 6.180 0.083
H 0.908 0.981 7.126 0.074
H 1.384 -0.133 3.579 0.065
H 1.890 -1.745 4.108 0.068
H 2.898 -0.360 4.485 0.082
H -0.232 -3.906 7.786 0.076
H 1.274 -3.469 8.621 0.080
H 1.268 -3.663 6.873 0.077
H -1.170 -1.820 9.030 0.080
H -0.356 -0.276 8.734 0.070
H 0.484 -1.544 9.597 0.091
O 0.407 3.147 -3.837 -0.330
P 1.151 3.747 -5.021 0.741
N 2.555 2.725 -4.994 -0.342
C 3.390 2.658 -3.808 -0.122
C 2.234 1.378 -5.439 -0.150
N 1.394 5.316 -4.382 -0.324
C 2.679 5.876 -4.028 -0.131
C 0.364 5.807 -3.473 -0.142
N 1.590 4.378 -6.636 -0.291
C 0.470 4.293 -7.590 -0.137
C 2.836 4.082 -7.329 -0.130
H 4.230 1.982 -3.986 0.085
H 2.847 2.300 -2.921 0.074
H 3.834 3.622 -3.574 0.058
H 1.688 1.408 -6.388 0.075
H 1.610 0.842 -4.708 0.062
H 3.146 0.803 -5.614 0.086
H 3.009 5.540 -3.037 0.080
H 2.619 6.967 -4.004 0.086
H 3.450 5.636 -4.760 0.074
H 0.500 5.425 -2.451 0.079
H -0.627 5.513 -3.812 0.070
H 0.380 6.898 -3.438 0.084
H 0.286 3.261 -7.910 0.075
H 0.660 4.904 -8.473 0.082
H -0.446 4.673 -7.125 0.080
H 2.877 3.062 -7.729 0.079
H 3.702 4.237 -6.694 0.071
H 2.934 4.776 -8.168 0.093

94
Properties=species:S:1:pos:R:3:mulliken_spin:R:1 method="wB97M-V/def2-TZVPD" multiplicity=6 homo_lumo_gap_ev="4.39 / 4.18" s_squared=8.756 total_charge=+1
Mn 3.358 2.078 0.571 4.888
C 0.892 -0.931 4.829 -0.001
C 0.421 -0.428 3.483 -0.004
C -1.025 0.055 3.615 0.005
O 1.153 0.609 2.902 0.021
H 0.184 -1.700 5.139 -0.001
H 0.861 -0.322 5.732 0.000
H 1.843 -1.421 4.622 0.000
H 0.499 -1.246 2.767 -0.001
H -1.747 -0.715 3.885 0.000
H -1.325 0.411 2.630 -0.001
H -1.159 0.914 4.272 0.000
C -3.512 2.080 -0.946 0.000
O -2.249 1.830 -1.466 0.000
C -1.260 2.839 -1.194 -0.001
C 0.083 2.427 -1.954 0.008
N 0.952 1.435 -1.397 0.000
C 1.466 0.561 -2.442 0.000
C 2.181 -0.688 -1.966 0.006
O 2.980 -0.202 -0.856 0.017
C 4.034 -1.094 -0.644 0.003
H -3.585 1.948 0.134 0.000
H -4.209 1.368 -1.386 0.000
H -4.005 3.018 -1.203 0.000
H -1.057 3.023 -0.139 0.000
H -1.541 3.744 -1.732 0.000
H 0.668 3.347 -1.987 0.001
H -0.287 2.121 -2.933 0.002
H 0.311 0.833 -0.901 -0.001
H 2.198 1.114 -3.031 -0.002
H 0.729 0.322 -3.209 0.002
H 2.849 -0.949 -2.788 -0.002
H 1.467 -1.482 -1.745 0.000
H 3.580 -2.085 -0.638 0.000
H 4.423 -0.700 0.294 0.001
H 4.825 -1.085 -1.394 -0.001
C 4.979 3.386 3.579 0.003
O 5.088 3.090 2.248 0.010
C 6.371 3.303 1.608 0.010
C 6.393 3.140 0.097 -0.003
N 5.175 3.638 -0.633 0.031
C 5.226 5.138 -0.626 0.005
C 4.486 5.814 0.579 0.004
O 3.481 4.898 0.941 0.006
C 2.535 5.502 1.834 0.005
H 4.809 4.461 3.641 0.001
H 5.798 3.473 4.293 0.000
H 4.094 3.051 4.121 -0.002
H 7.151 2.656 2.010 0.003
H 6.797 4.283 1.822 -0.003
H 6.449 2.066 -0.081 -0.012
H 7.307 3.577 -0.303 0.003
H 5.342 3.404 -1.602 0.002
H 4.588 5.471 -1.445 -0.001
H 6.189 5.637 -0.722 0.001
H 4.110 6.830 0.460 0.002
H 5.235 5.760 1.370 -0.003
H 1.871 6.232 1.370 0.001
H 3.080 5.892 2.693 0.000
H 1.895 4.787 2.352 -0.005
C -5.760 -4.120 -1.925 0.000
O -4.399 -3.911 -2.008 0.000
C -3.974 -2.529 -2.105 0.000
C -2.526 -2.359 -2.440 0.000
N -2.087 -3.205 -3.551 0.000
C -2.549 -2.606 -4.781 0.000
C -1.791 -3.329 -5.899 0.000
O -1.930 -2.657 -7.164 0.000
C -2.989 -3.114 -7.989 0.000
H -6.173 -3.714 -1.002 0.000
H -5.977 -5.188 -1.896 0.000
H -6.396 -3.791 -2.746 0.000
H -4.306 -1.967 -1.232 0.000
H -4.611 -2.004 -2.817 0.000
H -1.977 -2.563 -1.520 0.000
H -2.355 -1.302 -2.644 0.000
H -2.699 -4.008 -3.518 0.000
H -2.232 -1.570 -4.905 0.000
H -3.627 -2.704 -4.906 0.000
H -2.063 -4.379 -6.003 0.000
H -0.743 -3.231 -5.616 0.000
H -2.795 -4.145 -8.284 0.000
H -2.926 -2.535 -8.911 0.000
H -4.019 -2.954 -7.670 0.000
N -5.812 -5.642 7.208 0.000
C -4.521 -5.186 7.219 0.000
C -4.190 -4.857 5.944 0.000
C -5.333 -5.180 5.159 0.000
C -6.307 -5.711 5.911 0.000
H -6.389 -5.761 8.029 0.000
H -4.030 -5.081 8.175 0.000
H -3.270 -4.383 5.637 0.000
H -5.378 -4.876 4.123 0.000
H -7.312 -5.957 5.599 0.000

90
Properties=species:S:1:pos:R:3:mulliken_spin:R:1 method="wB97M-V/def2-TZVPD" multiplicity=5 homo_lumo_gap_ev="6.73 / 4.15" s_squared=6.047 total_charge=+4
Pd 0.061 -0.071 -0.825 1.546
C 0.214 0.626 1.159 0.159
O 0.447 1.795 1.386 0.115
C -1.810 0.062 -0.968 0.160
O -2.959 0.217 -1.009 0.034
P 0.139 2.248 -1.831 0.199
C 0.028 2.136 -3.677 0.035
H -0.038 3.174 -4.033 0.023
C -1.243 3.436 -1.469 0.027
H -2.108 2.757 -1.416 0.006
C 1.738 3.207 -1.721 0.066
H 2.463 2.485 -2.136 -0.005
C 1.412 -3.368 0.497 0.019
P -0.056 -2.561 -0.341 0.122
H -0.280 -4.453 -1.835 -0.002
H 2.247 -3.003 -0.117 -0.010
C -1.519 -3.543 0.336 0.049
H -1.184 -4.588 0.248 0.022
C -1.096 4.131 -0.126 0.003
H -2.092 4.467 0.185 0.001
H -0.447 5.016 -0.198 0.000
H -0.709 3.473 0.653 0.000
C -1.545 4.487 -2.548 0.040
H -0.761 5.256 -2.590 0.002
H -2.483 4.988 -2.264 -0.002
H -1.701 4.071 -3.552 0.000
C 1.781 4.488 -2.559 0.057
H 1.432 4.359 -3.586 -0.004
H 2.832 4.797 -2.611 0.013
H 1.223 5.304 -2.085 -0.001
C 2.205 3.518 -0.308 0.006
H 3.185 4.010 -0.363 0.004
H 2.309 2.604 0.279 0.009
H 1.515 4.195 0.200 0.001
C 1.346 1.554 -4.211 0.011
H 2.139 2.315 -4.248 0.002
H 1.190 1.126 -5.214 0.002
H 1.724 0.739 -3.570 0.010
C -1.252 1.431 -4.136 0.058
H -1.263 0.367 -3.867 -0.011
H -1.328 1.492 -5.233 0.001
H -2.161 1.898 -3.724 -0.001
C 1.404 -4.901 0.474 0.034
H 1.145 -5.348 -0.487 -0.002
H 0.713 -5.321 1.217 -0.001
H 2.407 -5.256 0.738 0.008
C 1.640 -2.877 1.924 0.009
H 0.946 -3.351 2.640 0.002
C -0.980 -2.717 -2.939 -0.020
H 1.535 -1.793 1.999 0.024
H 2.667 -3.134 2.224 0.002
C 1.449 -3.359 -2.580 0.008
H -0.910 -1.619 -2.786 0.031
H -0.765 -2.962 -3.993 -0.001
H -2.024 -2.940 -2.737 0.004
C 0.025 -3.401 -2.004 0.083
H 1.425 -3.661 -3.635 0.000
H 2.128 -4.044 -2.050 0.002
H 1.862 -2.344 -2.525 0.016
C -2.810 -3.370 -0.466 -0.001
H -3.079 -2.313 -0.602 0.002
H -3.643 -3.856 0.059 0.001
H -2.745 -3.855 -1.442 -0.002
C -1.833 -3.275 1.809 0.005
H -2.243 -2.262 1.954 -0.003
H -0.987 -3.417 2.491 0.002
H -2.620 -3.972 2.140 0.000
H 1.012 -0.804 -3.490 -0.007
H 0.290 -0.853 -3.544 0.019
C -2.363 0.411 3.362 0.005
N -1.159 0.350 4.183 0.368
C -1.359 0.666 5.586 -0.005
C 0.013 0.199 3.608 -0.043
N 0.012 -0.245 2.256 -0.055
N 1.198 0.367 4.191 0.527
C 1.487 0.083 5.602 -0.009
C 2.421 0.504 3.375 0.022
H -3.217 0.581 4.030 0.006
H -2.503 -0.551 2.850 0.015
H -2.311 1.223 2.624 0.022
H -1.001 -0.166 6.210 0.017
H -0.877 1.612 5.879 0.030
H -2.435 0.767 5.765 0.004
H -0.475 -1.109 2.053 -0.019
H 1.314 -0.991 5.824 0.048
H 2.530 0.319 5.789 0.004
H 0.862 0.696 6.275 0.029
H 2.711 -0.445 2.888 0.045
H 2.344 1.286 2.603 0.000
H 3.204 0.803 4.083 0.006